1.
Here is a molecular structure, C6H10N3S2 in a non-equilibrium geometry from the OMol25 dataset. Energies are from ωB97M-V/def2-TZVPD.

**LUMO level (alpha / beta)**: -4.64 / -4.64 eV
**HOMO level (alpha / beta)**: -11.432 / -11.435 eV
**Total charge**: +1

Cartesian coordinates (Å):
C 0.519 -0.613 1.115
C -0.141 1.299 0.435
C -0.930 0.605 -2.145
C 0.041 -0.334 -1.452
C -0.875 2.137 -1.705
C 1.011 -2.047 2.920
N 0.228 0.070 -0.067
N 1.036 -1.803 1.446
N -0.678 2.254 -0.273
S 0.143 0.794 2.087
S 1.760 -3.120 0.687
H -0.863 0.472 -3.169
H -1.903 0.201 -1.773
H -0.455 -1.319 -1.489
H 1.058 -0.456 -1.879
H -0.079 2.526 -2.469
H -1.831 2.590 -1.933
H 0.378 -2.978 2.973
H 1.996 -2.214 3.187
H 0.444 -1.088 3.242
H -0.858 3.023 0.262

Atom charges from the Mulliken analysis, given in e for atoms 1 to 5: C 0.348; C 0.427; C -0.918; C -0.297; C -0.507



2.
Here is 2 unconnected molecules or ions with the total composition C32H47BF3INO8PSi in a non-equilibrium geometry from the OMol25 dataset. Energies are from ωB97M-V/def2-TZVPD.

**LUMO level**: -2.94 eV
**HOMO level**: -8.541 eV
**Total charge**: 0

Cartesian coordinates (Å):
C -5.060 4.263 -3.697
C -3.428 4.325 -3.696
C -2.945 3.231 -2.638
C -1.333 3.245 -2.384
C -1.097 2.407 -1.045
C 0.425 1.901 -0.832
C 0.896 0.834 -1.921
C 0.337 -0.636 -1.829
C 0.600 -1.549 -0.529
C 1.946 -1.433 0.302
F 2.981 -0.632 -0.324
F 2.646 -2.691 0.522
C 1.854 -0.830 1.778
C 3.199 -0.941 2.640
Si 2.805 -1.726 4.369
C 4.098 -1.230 5.715
C 1.095 -1.168 5.069
C 2.709 -3.627 4.105
C 3.963 -4.366 3.584
C 3.881 -5.909 3.326
C 2.575 -6.683 3.599
C 1.335 -5.921 4.157
C 1.371 -4.400 4.418
C -0.834 -1.500 0.214
I -1.468 0.011 1.628
N -0.748 -2.828 0.957
C -0.115 -3.770 0.247
C 0.351 -3.044 -1.152
C -0.917 -3.457 -2.021
C -1.029 -3.054 -3.542
F -0.871 -4.934 -2.033
P 1.739 -3.900 -2.178
C 3.191 -2.745 -2.534
C 2.531 -5.320 -1.135
C 4.129 -5.249 -1.065
H -5.537 5.295 -3.642
H -5.462 3.647 -4.580
H -5.392 3.702 -2.740
H -3.116 4.102 -4.778
H -3.153 5.388 -3.376
H -3.268 2.164 -2.951
H -3.430 3.431 -1.625
H -0.877 2.800 -3.330
H -0.986 4.337 -2.330
H -1.369 3.114 -0.171
H -1.806 1.512 -1.035
H 1.068 2.846 -1.027
H 0.671 1.598 0.239
H 2.046 0.936 -2.002
H 0.532 1.257 -2.938
H 0.829 -1.215 -2.705
H -0.778 -0.594 -2.136
H 1.055 -1.463 2.327
H 1.545 0.266 1.732
H 4.083 -1.429 2.114
H 3.528 0.144 2.878
H 5.173 -1.463 5.419
H 3.829 -1.644 6.756
H 4.030 -0.084 5.817
H 0.942 -0.039 4.957
H 0.275 -1.738 4.484
H 1.039 -1.465 6.183
H 4.897 -3.751 3.376
H 4.824 -6.428 2.933
H 2.501 -7.808 3.396
H 0.369 -6.509 4.345
H 0.429 -3.896 4.806
H -1.779 -1.467 -0.447
H -1.121 -3.062 1.895
H 0.085 -4.839 0.588
H -1.951 -3.262 -1.541
H -0.124 -3.232 -4.203
H -1.887 -3.681 -3.999
H -1.364 -1.958 -3.696
H 3.831 -3.279 -3.336
H 2.918 -1.733 -2.980
H 3.894 -2.550 -1.659
H 2.040 -5.452 -0.117
H 2.274 -6.274 -1.736
H 4.426 -4.443 -0.293
H 4.525 -6.240 -0.652
H 4.651 -5.045 -2.055
B -4.595 8.680 -0.635
O -4.182 9.860 0.141
C -5.294 10.443 0.595
O -5.312 11.441 1.271
C -6.465 9.683 0.143
O -7.618 9.944 0.381
O -6.065 8.637 -0.585
O -4.116 8.769 -2.026
C -3.342 7.709 -2.243
O -2.784 7.474 -3.290
C -3.278 6.888 -1.027
O -2.658 5.857 -0.894
O -4.013 7.448 -0.070

Atom charges from the Mulliken analysis, given in e for atoms 1 to 5: C -1.030; C 0.127; C -1.030; C -0.456; C -0.585



3.
Here is C6H11N in the gas phase in a non-equilibrium geometry from the OMol25 dataset. Energies are from ωB97M-V/def2-TZVPD.

**Structure (SMILES)**: CCC(C)(C)C#N
**LUMO level**: 0.79 eV
**HOMO level**: -11.104 eV
**Total charge**: 0

Cartesian coordinates (Å):
C -1.318 -0.503 -1.749
C -0.974 0.306 -0.465
C 0.352 -0.019 0.435
C 0.157 0.056 1.981
C 1.598 0.856 0.110
C 0.604 -1.386 -0.033
N 0.607 -2.366 -0.649
H -0.540 -0.523 -2.522
H -2.175 0.048 -2.148
H -1.650 -1.540 -1.597
H -1.879 0.210 0.154
H -0.919 1.348 -0.801
H -0.634 -0.602 2.350
H 1.076 -0.216 2.527
H -0.076 1.083 2.288
H 2.471 0.570 0.719
H 1.899 0.766 -0.936
H 1.401 1.911 0.335

Atom charges from the Mulliken analysis, given in e for atoms 1 to 5: C -1.326; C -0.575; C 1.758; C -1.660; C -1.625



4.
Here is C5H11NO in the gas phase from the OMol25 dataset. Energies are from ωB97M-V/def2-TZVPD.

**Structure (SMILES)**: C[C@H]1CN1CCO
**LUMO level**: 1.14 eV
**HOMO level**: -9.333 eV
**Total charge**: 0

Cartesian coordinates (Å):
C -1.378 1.680 1.429
C -0.204 1.259 0.582
C 0.821 0.297 1.049
N -0.197 -0.104 0.087
C 0.258 -0.311 -1.283
C 0.329 -1.807 -1.553
O 1.110 -2.465 -0.579
H -2.257 1.869 0.805
H -1.151 2.595 1.985
H -1.634 0.893 2.144
H 0.158 2.017 -0.116
H 0.743 -0.148 2.040
H 1.841 0.421 0.681
H -0.461 0.154 -1.968
H 1.244 0.153 -1.461
H -0.693 -2.212 -1.582
H 0.799 -1.999 -2.523
H 0.671 -2.291 0.264

Atom charges from the Mulliken analysis, given in e for atoms 1 to 5: C -1.386; C 0.339; C -0.608; N -0.354; C -0.448



5.
Here is a molecular structure, C28H43F9OP2Tl in a non-equilibrium geometry from the OMol25 dataset. Energies are from ωB97M-V/def2-TZVPD.

**LUMO level**: -6.20 eV
**HOMO level**: -8.710 eV
**Total charge**: +1

Cartesian coordinates (Å):
Tl -0.365 1.027 -1.533
C -1.243 -0.282 3.609
C -1.705 -1.591 3.296
C 0.580 -1.688 3.524
C 0.167 -0.351 3.764
C -0.584 -2.467 3.259
C -2.057 0.931 3.798
H -2.978 0.896 3.206
H -1.491 1.825 3.505
H -2.347 1.066 4.852
C 1.065 0.762 4.105
H 0.502 1.665 4.366
H 1.709 0.989 3.246
H 1.707 0.501 4.960
C 1.979 -2.156 3.567
H 2.412 -2.008 4.570
H 2.593 -1.590 2.847
H 2.047 -3.223 3.329
C -0.633 -3.921 3.038
H -1.040 -4.448 3.917
H 0.371 -4.321 2.851
H -1.275 -4.176 2.183
C -3.114 -1.990 3.101
H -3.556 -2.384 4.028
H -3.196 -2.773 2.339
H -3.720 -1.134 2.786
C -1.100 1.955 -3.312
C -2.371 2.527 -2.639
C -3.549 1.547 -2.860
C -3.399 0.152 -2.215
C -2.012 -0.269 -1.673
C -1.198 -1.154 -2.611
C -1.266 -0.632 -4.085
C -1.211 0.911 -4.409
H -3.721 1.418 -3.943
H -3.735 -0.582 -2.971
H -4.453 2.030 -2.493
H -2.084 1.120 -5.043
H -0.339 2.725 -3.517
H -2.651 3.512 -3.076
H -0.323 1.039 -5.052
H -0.477 -1.119 -4.678
H -1.675 -2.145 -2.567
H -2.215 -1.013 -4.501
H -4.147 0.095 -1.397
H -2.048 -0.635 -0.629
P -2.109 2.972 -0.856
P 0.554 -2.076 -2.334
C 1.466 0.648 -2.789
C 1.773 -0.818 -2.869
H 2.151 1.177 -2.116
H 1.504 1.170 -3.755
H 2.071 -1.099 -3.897
H 2.619 -1.011 -2.199
C 0.809 -2.478 -0.597
H -0.148 -2.611 -0.063
H 1.424 -1.722 -0.065
H 1.337 -3.450 -0.560
C 0.723 -3.472 -3.443
H 1.630 -3.337 -4.058
H -0.154 -3.578 -4.096
H 0.827 -4.387 -2.839
C -0.698 4.109 -0.872
H -0.419 4.343 0.167
H -0.946 5.033 -1.422
H 0.202 3.649 -1.345
C -3.491 2.914 0.309
H -3.113 2.614 1.311
H -4.265 2.180 0.016
H -3.965 3.905 0.400
F 3.917 0.959 3.529
C 4.574 0.527 2.412
F 5.793 1.144 2.451
F 4.794 -0.812 2.570
C 3.693 0.766 1.084
O 2.555 0.130 1.084
C 3.441 2.352 0.965
F 4.602 3.076 0.976
F 2.780 2.680 -0.187
F 2.659 2.814 1.983
C 4.674 0.364 -0.128
F 5.945 0.870 -0.062
F 4.759 -0.992 -0.215
F 4.184 0.804 -1.328

Atom charges from the Mulliken analysis, given in e for atoms 1 to 5: Tl 1.079; C -0.292; C 1.398; C 0.931; C 0.995



6.
Here is a molecular structure, C20H30AsN2O3PdS2 from the OMol25 dataset. Energies are from ωB97M-V/def2-TZVPD.

**LUMO level**: -2.29 eV
**HOMO level**: -10.034 eV
**Total charge**: +1

Cartesian coordinates (Å):
Pd 1.161 -0.798 -1.104
C 3.080 2.245 -1.507
As 2.792 1.069 -2.996
C 4.199 1.360 -4.261
C 1.163 1.690 -3.806
O 2.797 -0.551 -2.537
H 3.100 3.274 -1.862
H 4.021 1.999 -1.020
H 2.244 2.125 -0.824
H 4.120 2.363 -4.676
H 4.105 0.622 -5.055
H 5.158 1.235 -3.763
H 1.217 2.776 -3.871
H 0.312 1.402 -3.191
H 1.068 1.269 -4.804
C -7.524 2.740 4.850
C -6.413 2.205 3.986
O -5.869 2.827 3.118
S -5.971 0.517 4.417
C -4.593 0.251 3.340
C -4.761 0.231 1.960
C -3.675 0.012 1.134
C -2.405 -0.206 1.673
C -2.249 -0.199 3.060
C -3.335 0.034 3.887
C -1.277 -0.427 0.815
C -0.324 -0.598 0.090
H -7.975 3.597 4.355
H -7.100 3.056 5.805
H -8.274 1.977 5.051
H -5.742 0.396 1.536
H -3.803 0.002 0.059
H -1.270 -0.374 3.485
H -3.208 0.052 4.961
C -0.967 -2.246 -4.906
S 0.499 -1.668 -4.072
C 1.353 -3.225 -3.889
O -0.063 -1.335 -2.687
H -0.676 -2.685 -5.860
H -1.610 -1.385 -5.073
H -1.466 -2.976 -4.271
H 1.637 -3.582 -4.879
H 0.697 -3.937 -3.391
H 2.243 -3.014 -3.300
C 3.044 1.061 3.657
C 2.888 0.061 2.565
C 3.249 -1.266 2.484
C 2.849 -1.704 1.214
N 2.307 -0.690 0.546
N 2.320 0.368 1.387
C 2.985 -3.058 0.609
H 3.292 0.556 4.587
H 2.123 1.624 3.812
H 3.845 1.766 3.432
H 3.727 -1.851 3.250
H 1.894 1.232 1.108
H 2.800 -3.825 1.359
H 3.993 -3.205 0.218
H 2.272 -3.193 -0.203

Atom charges from the Mulliken analysis, given in e for atoms 1 to 5: Pd 0.590; C -1.057; As 0.956; C -1.123; C -1.172